(1)
Below is a structure of composition C40H29Br2IN5O5V in a non-equilibrium geometry, with properties calculated with ωB97M-V/def2-TZVPD.

```
83
Properties=species:S:1:pos:R:3
V -0.45 0.34 0.09
C 0.26 3.45 -2.64
C -0.48 2.28 -3.22
N -1.36 2.52 -4.17
C -2.01 1.49 -4.73
C -1.75 0.17 -4.42
C -2.45 -0.90 -5.22
O -1.64 -1.40 -6.29
C -0.80 -0.13 -3.43
C -0.47 -1.51 -3.13
N 0.55 -1.90 -2.48
C 0.72 -3.21 -2.09
C -0.29 -3.95 -1.47
C -0.05 -5.22 -0.98
C 1.21 -5.79 -1.10
C 2.23 -5.09 -1.72
C 1.99 -3.82 -2.21
I 3.50 -2.74 -3.20
C -0.20 0.97 -2.71
O 0.53 0.84 -1.66
H -0.34 4.36 -2.74
H 1.20 3.60 -3.18
H 0.51 3.27 -1.60
H -2.74 1.75 -5.48
H -3.33 -0.47 -5.70
H -2.78 -1.72 -4.58
H -0.75 -1.51 -5.96
H -1.12 -2.28 -3.58
H -1.27 -3.49 -1.35
H -0.85 -5.77 -0.49
H 1.40 -6.79 -0.72
H 3.21 -5.53 -1.83
C 2.51 -0.84 1.26
O 1.13 -0.90 1.57
C 0.76 -0.43 2.82
C 1.58 -0.43 3.93
C 1.09 -0.02 5.16
C -0.23 0.39 5.29
C -1.07 0.38 4.18
C -0.58 -0.02 2.94
N -1.33 -0.06 1.78
N -2.65 -0.08 1.94
C -3.43 -0.42 0.91
C -2.92 -0.92 -0.34
O -1.65 -0.77 -0.65
C -3.81 -1.55 -1.23
C -5.16 -1.59 -1.01
C -5.72 -0.96 0.13
C -7.12 -0.87 0.32
C -7.64 -0.20 1.40
C -6.79 0.39 2.34
C -5.43 0.30 2.20
C -4.86 -0.37 1.09
H 3.09 -1.51 1.90
H 2.88 0.18 1.35
H 2.60 -1.17 0.23
H 2.62 -0.73 3.85
H 1.74 -0.02 6.02
H -0.61 0.73 6.24
H -2.10 0.69 4.24
H -3.38 -1.97 -2.14
H -5.82 -2.06 -1.72
H -7.77 -1.33 -0.41
H -8.72 -0.13 1.52
H -7.21 0.93 3.18
H -4.76 0.75 2.91
Br 2.22 3.56 2.87
C 0.59 3.82 1.94
C -0.07 5.05 2.02
C -1.24 5.25 1.33
Br -2.08 6.95 1.44
C -1.82 4.24 0.54
C -3.01 4.33 -0.22
C -3.41 3.24 -0.96
C -2.67 2.06 -0.93
N -1.58 1.92 -0.20
C -1.14 3.00 0.51
C 0.10 2.77 1.18
O 0.66 1.62 1.01
H 0.35 5.85 2.61
H -3.58 5.25 -0.22
H -4.30 3.29 -1.56
H -2.98 1.21 -1.52
```

Relative energy (zero: lowest compared OMol25 entry of this formula, charge and spin) = 0.298 eV
Spin multiplicity = 4
Net charge = -1
LUMO level (alpha / beta) = 1.89 / 1.87 eV
DFT total energy = -8581.567825 a.u.
<S²> = 3.81
HOMO level (alpha / beta) = -3.29 / -4.88 eV

***

(2)
Below is a structure of composition C40H30F5N3OPS3V, with properties calculated with ωB97M-V/def2-TZVPD.

```
84
Properties=species:S:1:pos:R:3
V -0.09 0.48 1.40
C -0.39 -0.98 4.33
C -1.43 -0.69 3.30
N -1.75 0.55 3.06
N -2.96 0.76 2.44
C -2.97 1.50 1.40
S -1.54 2.04 0.54
S -4.54 2.07 0.83
C -4.45 1.65 -0.94
C -5.29 0.45 -1.32
C -6.13 0.52 -2.42
C -6.89 -0.58 -2.80
C -6.82 -1.75 -2.06
C -5.99 -1.83 -0.96
C -5.23 -0.73 -0.58
C -2.12 -1.80 2.60
C -3.07 -2.62 3.18
C -3.73 -3.57 2.41
C -3.44 -3.67 1.06
C -2.49 -2.85 0.47
C -1.80 -1.92 1.24
O -0.83 -1.16 0.70
H 0.14 -0.07 4.63
H -0.92 -1.37 5.21
H 0.30 -1.76 4.01
H -4.75 2.52 -1.51
H -3.39 1.47 -1.16
H -6.19 1.44 -2.99
H -7.55 -0.51 -3.65
H -7.42 -2.61 -2.35
H -5.93 -2.74 -0.37
H -4.59 -0.79 0.29
H -3.31 -2.51 4.23
H -4.47 -4.21 2.87
H -3.96 -4.40 0.45
H -2.25 -2.94 -0.58
F 6.36 -0.41 3.07
C 5.17 0.19 2.99
C 4.04 -0.55 2.69
F 4.12 -1.87 2.49
C 2.83 0.11 2.60
F 1.72 -0.64 2.32
C 2.66 1.47 2.80
S 1.11 2.23 2.64
C 3.82 2.17 3.13
F 3.76 3.48 3.35
C 5.05 1.55 3.22
F 6.14 2.26 3.50
N 1.62 -2.53 0.12
C 2.33 -2.16 -1.00
C 3.10 -3.12 -1.68
C 3.82 -2.80 -2.81
C 3.79 -1.51 -3.32
C 3.05 -0.55 -2.66
C 2.34 -0.84 -1.49
P 1.55 0.60 -0.67
C 2.96 1.72 -0.40
C 4.26 1.24 -0.32
C 5.31 2.10 -0.03
C 5.07 3.45 0.18
C 3.77 3.94 0.11
C 2.72 3.08 -0.17
C 0.60 1.30 -2.05
C 1.02 2.35 -2.85
C 0.24 2.77 -3.92
C -0.96 2.14 -4.20
C -1.38 1.07 -3.42
C -0.61 0.66 -2.34
H 0.73 -2.08 0.26
H 1.57 -3.53 0.26
H 3.11 -4.13 -1.30
H 4.40 -3.57 -3.30
H 4.34 -1.25 -4.22
H 3.04 0.46 -3.04
H 4.47 0.19 -0.49
H 6.32 1.71 0.03
H 5.89 4.12 0.41
H 3.57 4.98 0.29
H 1.71 3.46 -0.19
H 1.96 2.86 -2.64
H 0.57 3.60 -4.53
H -1.57 2.47 -5.04
H -2.31 0.57 -3.64
H -0.94 -0.16 -1.72
```

Relative energy (zero: lowest compared OMol25 entry of this formula, charge and spin) = 0.714 eV
Spin multiplicity = 3
LUMO level (alpha / beta) = -0.85 / -0.50 eV
DFT total energy = -4761.084951 a.u.
<S²> = 2.03
HOMO level (alpha / beta) = -7.99 / -8.14 eV

***

(3)
Below is a structure of composition C40H31Br2CrN3O3P2 in a non-equilibrium geometry, with properties calculated with ωB97M-V/def2-TZVPD.

```
82
Properties=species:S:1:pos:R:3
Cr -0.12 0.70 0.33
O 0.48 4.61 0.20
C 0.03 3.51 0.15
O 0.72 2.38 0.06
C -1.46 3.25 0.14
C -2.40 4.25 0.09
C -3.73 3.90 -0.03
C -4.06 2.56 -0.11
C -3.07 1.61 -0.02
N -1.78 1.95 0.13
H -2.06 5.28 0.13
H -4.50 4.66 -0.06
H -5.09 2.24 -0.24
H -3.29 0.55 -0.07
Br -3.72 -2.70 0.51
C -2.84 -1.85 1.94
C -3.23 -2.08 3.27
C -2.58 -1.47 4.31
Br -3.11 -1.86 6.08
C -1.52 -0.57 4.07
C -0.78 0.14 5.04
C 0.23 0.97 4.64
C 0.52 1.13 3.27
N -0.18 0.51 2.34
C -1.17 -0.34 2.73
C -1.81 -0.99 1.65
O -1.32 -0.73 0.44
H -4.05 -2.75 3.47
H -1.01 0.03 6.09
H 0.82 1.53 5.36
H 1.33 1.76 2.94
C 2.08 -2.36 1.80
N 2.01 -2.09 0.34
P 1.99 -0.39 -0.01
C 2.64 -0.31 -1.71
C 3.44 -1.31 -2.23
C 3.97 -1.19 -3.50
C 3.69 -0.06 -4.26
C 2.90 0.95 -3.74
C 2.37 0.83 -2.47
C 3.47 0.23 0.87
C 3.49 1.56 1.30
C 4.67 2.11 1.79
C 5.82 1.34 1.87
C 5.79 0.01 1.45
C 4.63 -0.54 0.95
P 0.66 -3.12 -0.26
C 1.54 -4.72 -0.22
C 0.69 -5.83 -0.16
C 1.22 -7.11 -0.07
C 2.59 -7.29 -0.04
C 3.44 -6.19 -0.10
C 2.92 -4.91 -0.20
C 0.61 -2.78 -2.06
C -0.20 -1.74 -2.55
C -0.29 -1.49 -3.90
C 0.39 -2.29 -4.81
C 1.15 -3.35 -4.35
C 1.26 -3.60 -2.99
H 2.91 -1.82 2.24
H 2.23 -3.42 1.95
H 1.16 -2.07 2.33
H 3.64 -2.20 -1.64
H 4.60 -1.97 -3.91
H 4.09 0.03 -5.26
H 2.69 1.83 -4.34
H 1.76 1.63 -2.05
H 2.61 2.18 1.20
H 4.69 3.15 2.11
H 6.74 1.77 2.25
H 6.69 -0.59 1.50
H 4.62 -1.56 0.60
H -0.38 -5.68 -0.17
H 0.56 -7.97 -0.02
H 3.01 -8.29 0.05
H 4.51 -6.34 -0.09
H 3.58 -4.05 -0.25
H -0.78 -1.14 -1.87
H -0.90 -0.66 -4.25
H 0.30 -2.09 -5.87
H 1.67 -3.99 -5.05
H 1.85 -4.43 -2.64
```

Relative energy (zero: lowest compared OMol25 entry of this formula, charge and spin) = 1.149 eV
Spin multiplicity = 2
Net charge = +1
LUMO level (alpha / beta) = -4.38 / -3.84 eV
DFT total energy = -8807.967114 a.u.
<S²> = 0.77
HOMO level (alpha / beta) = -10.49 / -10.49 eV

***

(4)
Below is a structure of composition C40H32Br4CoF5N6O4S2, with properties calculated with ωB97M-V/def2-TZVPD.

```
94
Properties=species:S:1:pos:R:3
Co 0.57 0.86 0.56
Br -5.64 3.69 0.81
C -3.78 3.37 0.98
C -2.93 4.34 1.46
Br -3.59 6.04 1.96
C -1.55 4.08 1.57
Br -0.32 5.36 2.22
C -1.01 2.86 1.19
O 0.26 2.56 1.25
C -1.90 1.84 0.72
O -1.35 0.70 0.40
C -3.25 2.12 0.61
Br -4.36 0.71 -0.06
C -0.63 -2.42 -4.29
C -1.45 -3.27 -3.32
C -2.71 -2.52 -2.88
C -0.64 -3.73 -2.12
N 0.06 -2.65 -1.44
C -0.36 -1.76 -0.54
N 0.63 -0.96 -0.27
N 1.68 -1.36 -1.04
N 1.34 -2.37 -1.74
H -1.19 -2.26 -5.22
H 0.32 -2.89 -4.55
H -0.41 -1.44 -3.86
H -1.76 -4.19 -3.83
H -2.46 -1.57 -2.41
H -3.30 -3.11 -2.18
H -3.35 -2.30 -3.74
H 0.14 -4.44 -2.41
H -1.29 -4.22 -1.39
H -1.33 -1.73 -0.08
C -0.61 1.71 -6.05
N -0.67 1.45 -4.63
N 0.41 1.64 -3.77
C -0.02 1.43 -2.46
O 0.77 1.48 -1.51
C -1.43 1.18 -2.55
C -1.76 1.24 -3.87
C -3.11 1.09 -4.49
C 1.76 1.71 -4.20
C 2.68 0.80 -3.71
C 4.01 0.90 -4.11
C 4.41 1.90 -4.99
C 3.48 2.81 -5.46
C 2.16 2.74 -5.06
H 0.36 1.42 -6.44
H -0.80 2.76 -6.29
H -1.37 1.09 -6.53
H -2.07 1.06 -1.69
H -3.84 0.90 -3.70
H -3.14 0.27 -5.20
H -3.41 2.00 -5.01
H 2.37 0.04 -3.01
H 4.73 0.20 -3.71
H 5.44 1.97 -5.29
H 3.79 3.61 -6.13
H 1.44 3.48 -5.37
O 0.15 2.32 6.10
S 0.05 1.45 4.88
C 0.91 -0.07 5.31
C 0.43 -1.36 5.14
C 1.25 -2.44 5.42
C 2.55 -2.24 5.87
C 3.03 -0.95 6.04
C 2.21 0.14 5.77
C -1.63 0.88 4.74
C -2.54 1.29 5.70
C -3.88 0.96 5.52
C -4.29 0.26 4.40
C -3.36 -0.12 3.44
C -2.02 0.19 3.60
H -0.58 -1.53 4.80
H 0.88 -3.45 5.28
H 3.20 -3.09 6.07
H 4.04 -0.78 6.39
H 2.58 1.15 5.89
H -2.19 1.86 6.55
H -4.61 1.28 6.26
H -5.34 0.03 4.25
H -3.68 -0.62 2.53
H -1.30 -0.04 2.83
F 5.04 -4.52 2.18
C 4.37 -3.35 2.17
C 5.06 -2.16 2.15
F 6.40 -2.17 2.14
C 4.37 -0.96 2.13
F 5.11 0.16 2.10
C 2.98 -0.88 2.13
S 2.14 0.67 2.18
C 2.33 -2.11 2.19
F 0.99 -2.19 2.29
C 2.99 -3.33 2.20
F 2.30 -4.48 2.24
```

Relative energy (zero: lowest compared OMol25 entry of this formula, charge and spin) = 0.000 eV
Spin multiplicity = 2
Net charge = -1
LUMO level (alpha / beta) = 1.80 / 1.80 eV
DFT total energy = -15147.552027 a.u.
<S²> = 0.92
HOMO level (alpha / beta) = -4.26 / -4.15 eV

***

(5)
Below is a structure of composition C40H32Cl2CsN7O4SSe in a non-equilibrium geometry, with properties calculated with ωB97M-V/def2-TZVPD.

```
88
Properties=species:S:1:pos:R:3
Cs 0.38 1.67 1.18
C 5.52 -6.62 6.08
O 4.37 -5.85 6.31
C 3.31 -6.06 5.47
C 3.27 -7.03 4.48
C 2.13 -7.16 3.68
C 1.05 -6.31 3.84
C 1.09 -5.35 4.86
C 2.20 -5.23 5.66
N -0.15 -6.55 3.10
N -0.68 -5.65 2.41
C -0.08 -4.43 2.08
C 1.28 -4.19 1.92
C 1.78 -2.98 1.52
C 0.95 -1.85 1.29
O 1.39 -0.70 1.03
C -0.50 -2.10 1.38
N -1.31 -1.06 1.09
C -2.61 -1.25 1.12
C -3.20 -2.48 1.44
C -2.39 -3.54 1.76
C -0.99 -3.38 1.73
H 6.26 -6.29 6.81
H 5.92 -6.47 5.07
H 5.33 -7.69 6.23
H 4.11 -7.70 4.31
H 2.09 -7.92 2.92
H 0.24 -4.69 5.00
H 2.25 -4.49 6.45
H 1.99 -5.00 2.09
H 2.85 -2.83 1.40
H -3.23 -0.39 0.86
H -4.28 -2.58 1.43
H -2.80 -4.50 2.02
O -3.91 -1.52 -5.82
C -3.13 -1.92 -4.83
O -3.18 -3.05 -4.41
C -2.20 -0.91 -4.22
C -1.80 -1.07 -2.89
C -0.96 -0.16 -2.29
C -0.52 0.95 -3.01
C -0.85 1.08 -4.36
C -1.69 0.15 -4.96
N 0.26 1.91 -2.31
C 0.19 3.12 -2.67
C 0.96 4.19 -2.01
C 1.02 5.45 -2.60
C 1.74 6.45 -1.96
C 2.35 6.17 -0.76
C 2.21 4.89 -0.23
N 1.55 3.92 -0.84
H -3.97 -0.53 -5.97
H -2.16 -1.93 -2.34
H -0.63 -0.29 -1.27
H -0.45 1.89 -4.96
H -1.96 0.27 -6.00
H -0.46 3.46 -3.49
H 0.51 5.63 -3.54
H 1.81 7.44 -2.40
H 2.90 6.92 -0.21
H 2.65 4.64 0.73
Cl 3.31 2.61 2.53
C 3.46 4.24 3.15
C 4.74 4.74 3.27
C 4.95 6.02 3.74
C 3.84 6.78 4.09
C 2.57 6.26 3.96
Cl 1.25 7.30 4.43
C 2.29 4.96 3.49
S 0.69 4.33 3.33
H 5.58 4.11 2.98
H 5.95 6.42 3.83
H 3.96 7.79 4.46
Se -4.16 1.65 -6.73
C -5.54 1.49 -8.01
C -6.01 2.59 -8.74
C -7.02 2.43 -9.66
N -7.62 1.27 -9.95
C -7.17 0.22 -9.25
C -6.17 0.27 -8.30
H -5.58 3.57 -8.57
H -7.38 3.29 -10.22
H -7.65 -0.73 -9.47
H -5.86 -0.63 -7.79
N 0.09 2.41 6.41
H -0.24 2.14 5.49
H 0.63 3.25 6.22
H -0.74 2.72 6.92
```

Relative energy (zero: lowest compared OMol25 entry of this formula, charge and spin) = 0.000 eV
Net charge = -2
LUMO level = 3.21 eV
DFT total energy = -5968.010117 a.u.
HOMO level = -2.82 eV

***

- What is the formula in the second record?
  C40H30F5N3OPS3V

***

- DFT total energy of number 1 (C40H29Br2IN5O5V)?
  -8581.567825 a.u.